[1]
83
Properties=species:S:1:pos:R:3 method="wB97M-V/def2-TZVPD" relative_energy_kcal_mol=19.8 e_homo_ev=-7.391 orbital_gap_ev=7.68 multiplicity=4
Nd -0.18 0.88 -0.59
N 2.29 0.12 -1.15
C 3.47 0.90 -0.75
C 3.27 1.33 0.70
N 1.96 1.99 0.84
C 1.61 2.21 2.24
C 1.18 0.87 2.88
N 0.17 0.22 2.04
H 2.26 -0.72 -0.55
H 2.38 -0.19 -2.11
H 3.54 1.79 -1.40
H 4.40 0.33 -0.84
H 4.09 1.97 1.03
H 3.26 0.43 1.31
H 2.03 2.90 0.38
H 0.76 2.90 2.27
H 2.44 2.63 2.82
H 0.81 1.07 3.90
H 2.04 0.22 2.96
H -0.76 0.32 2.42
H 0.37 -0.77 1.97
O -2.21 -2.48 -1.56
C -1.64 -3.67 -1.30
C -2.28 -4.82 -1.75
C -1.73 -6.06 -1.55
C -0.52 -6.19 -0.88
C 0.12 -5.06 -0.41
C -0.42 -3.79 -0.61
C 0.28 -2.60 -0.08
O -0.18 -1.42 -0.26
N 1.37 -2.88 0.58
N 2.13 -1.86 1.11
C 3.02 -2.39 1.86
S 2.99 -4.15 1.98
C 4.39 -4.21 3.18
C 5.29 -3.03 2.95
S 4.25 -1.54 2.76
H -1.61 -1.79 -1.20
H -3.22 -4.70 -2.27
H -2.24 -6.95 -1.91
H -0.08 -7.16 -0.72
H 1.05 -5.14 0.12
H 4.91 -5.15 3.01
H 3.97 -4.20 4.19
H 5.88 -3.13 2.04
H 5.96 -2.84 3.80
C -5.20 2.76 1.43
As -3.94 1.27 1.68
C -2.98 1.75 3.33
C -5.27 -0.05 2.29
S -2.86 0.12 0.31
H -5.99 2.64 2.17
H -5.63 2.72 0.43
H -4.69 3.71 1.55
H -3.68 2.21 4.03
H -2.18 2.45 3.11
H -2.58 0.85 3.79
H -5.77 0.25 3.20
H -4.80 -1.02 2.42
H -6.01 -0.15 1.49
O -2.98 3.17 0.03
N -1.96 2.59 -0.24
O -1.74 2.20 -1.37
O -1.09 2.48 0.62
C -3.35 0.89 -3.90
C -2.18 0.77 -4.86
O -1.12 1.65 -4.49
P 0.04 1.14 -3.50
O -0.42 0.03 -2.61
Te 0.99 3.08 -2.53
O 1.12 0.41 -4.48
C 1.68 1.16 -5.55
C 2.60 0.27 -6.36
H -4.18 0.29 -4.25
H -3.65 1.94 -3.83
H -3.05 0.54 -2.91
H -2.48 1.07 -5.87
H -1.82 -0.27 -4.89
H 2.23 2.02 -5.14
H 0.86 1.55 -6.18
H 3.32 -0.20 -5.70
H 3.13 0.85 -7.10
H 2.03 -0.51 -6.85


[2]
92
Properties=species:S:1:pos:R:3 method="wB97M-V/def2-TZVPD" e_homo_ev="-5.400 / -6.194" orbital_gap_ev="5.84 / 6.43" multiplicity=3
W 0.30 -0.25 -0.33
C 1.30 1.80 -0.23
C 2.36 0.86 -0.16
C 2.27 0.03 -1.35
Si 3.48 0.76 1.38
C 1.23 0.55 -2.17
C 0.67 1.71 -1.50
Si -0.73 2.90 -1.98
H 0.99 2.47 0.58
H 2.94 -0.76 -1.64
H 0.99 0.20 -3.17
Cl -0.59 -2.74 -0.72
C -0.79 4.53 -1.07
C -0.61 3.22 -3.82
C 3.51 2.30 2.43
C 5.19 0.35 0.78
H 0.32 3.77 -4.04
H -1.45 3.86 -4.15
H -0.62 2.32 -4.44
H -1.12 4.44 -0.02
H -1.50 5.20 -1.58
H 0.19 5.04 -1.08
H 5.54 1.15 0.11
H 5.25 -0.60 0.21
H 5.88 0.29 1.63
H 3.62 3.20 1.81
H 4.38 2.25 3.10
H 2.61 2.41 3.05
C -2.27 1.88 -1.46
C 2.64 -0.64 2.40
P -1.95 0.07 -1.56
H -3.16 2.18 -2.04
H -2.47 2.09 -0.39
P 1.71 -1.81 1.32
H 1.88 -0.17 3.05
H 3.37 -1.13 3.06
C 1.07 -3.20 2.43
C 3.17 -2.70 0.47
C -1.82 -0.15 -3.44
C -3.54 -0.81 -1.15
C -3.48 -1.54 0.20
H -3.62 -1.59 -1.94
C -4.78 0.11 -1.24
H -4.68 0.94 -0.53
H -5.66 -0.50 -0.97
H -4.93 0.50 -2.26
H -2.73 -2.35 0.16
H -4.47 -1.97 0.42
H -3.21 -0.84 1.02
H -0.96 0.48 -3.71
C -3.03 0.38 -4.23
C -1.46 -1.60 -3.79
H -3.20 1.45 -4.05
H -3.95 -0.18 -3.99
H -2.82 0.26 -5.30
H -0.48 -1.88 -3.38
H -1.41 -1.69 -4.89
H -2.20 -2.31 -3.42
H 3.67 -1.89 -0.09
C 2.66 -3.72 -0.56
C 4.20 -3.29 1.45
H 4.65 -2.52 2.09
H 5.02 -3.74 0.86
H 3.76 -4.08 2.08
H 2.08 -3.24 -1.36
H 2.02 -4.49 -0.10
H 3.53 -4.22 -1.02
C -0.47 -3.25 2.51
C 1.70 -3.16 3.85
H 1.40 -4.13 1.93
H 1.48 -2.20 4.33
H 2.78 -3.33 3.82
H 1.24 -3.98 4.44
H -0.88 -2.34 3.00
H -0.76 -4.14 3.08
H -0.89 -3.33 1.49
C -0.75 -4.63 -1.77
H -0.07 -4.59 -2.62
H -0.45 -5.20 -0.90
H -1.81 -4.52 -1.97
Te -1.11 0.49 2.09
C -1.46 2.60 2.32
C -0.43 3.56 2.53
C -0.77 4.85 2.96
C -2.12 5.17 3.17
C -3.13 4.20 2.96
C -2.81 2.91 2.55
H 0.64 3.28 2.39
H 0.03 5.60 3.09
H -2.39 6.19 3.47
H -4.18 4.47 3.09
H -3.55 2.13 2.43


[3]
45
Properties=species:S:1:pos:R:3 method="wB97M-V/def2-TZVPD" relative_energy_kcal_mol=8.9 e_homo_ev=-10.302 orbital_gap_ev=6.83 total_charge=+1
Ca 0.70 -0.15 -0.33
C -0.85 3.71 1.40
C -0.60 2.32 0.91
N 0.50 1.94 0.35
N 1.49 2.86 0.20
C 2.61 2.42 -0.38
N 3.54 3.38 -0.50
S 3.05 0.84 -0.96
C -1.68 1.29 1.05
C -2.89 1.61 1.65
C -3.87 0.64 1.76
C -3.63 -0.63 1.27
C -2.40 -0.88 0.68
N -1.44 0.05 0.57
H 0.03 4.32 1.21
H -1.05 3.71 2.48
H -1.71 4.15 0.90
H 3.33 4.31 -0.19
H 4.42 3.17 -0.93
H -3.06 2.61 2.03
H -4.81 0.87 2.23
H -4.36 -1.42 1.33
H -2.16 -1.85 0.28
Se 1.40 -2.80 -2.18
Se 0.31 -3.68 -0.32
C 1.38 -2.97 1.14
C 1.95 -3.86 2.02
C 2.71 -3.34 3.07
C 2.87 -1.97 3.18
C 2.25 -1.15 2.25
N 1.51 -1.65 1.25
C 0.06 -1.65 -3.00
C -0.48 -2.03 -4.22
C -1.35 -1.16 -4.84
C -1.66 0.05 -4.24
C -1.08 0.34 -3.02
N -0.22 -0.49 -2.41
H 1.83 -4.92 1.89
H 3.18 -4.01 3.78
H 3.47 -1.53 3.97
H 2.34 -0.07 2.29
H -0.21 -2.98 -4.66
H -1.79 -1.42 -5.80
H -2.34 0.75 -4.70
H -1.29 1.27 -2.50


[4]
153
Properties=species:S:1:pos:R:3 method="wB97M-V/def2-TZVPD" smiles="CCC[C@H](C)c1cc(Cl)c2c(c1C[C@@H](C)Br)C(=O)C(CCc1ccccc1)=C(CCCNCc1ccccc1O)C2=O.CCOC(C)=O.CCOC(C)=O.CCOC(C)=O.CCOC(C)=O.CCOC(C)=O" e_homo_ev=-8.545 orbital_gap_ev=7.97
C -3.43 9.53 3.56
C -3.40 9.14 2.08
C -2.53 7.93 1.78
C -3.00 6.66 2.52
C -2.19 6.35 3.81
C -3.10 5.43 1.64
C -4.33 4.78 1.68
C -4.60 3.63 0.95
Cl -6.17 2.92 1.11
C -3.60 3.09 0.15
C -2.36 3.74 0.08
C -2.07 4.91 0.82
C -0.70 5.52 0.71
C 0.29 5.17 1.84
C 1.46 4.35 1.28
Br 1.11 6.77 2.61
C -1.37 3.08 -0.83
O -0.59 3.67 -1.55
C -1.40 1.60 -0.84
C -0.09 0.88 -0.98
C 0.19 0.57 -2.46
C 1.51 -0.12 -2.63
C 2.60 0.53 -3.20
C 3.82 -0.12 -3.35
C 3.98 -1.44 -2.95
C 2.89 -2.06 -2.37
C 1.68 -1.43 -2.20
C -2.58 0.99 -0.77
C -2.73 -0.50 -0.83
C -2.16 -1.24 0.41
C -3.15 -2.22 1.10
N -2.65 -3.60 1.12
C -1.48 -3.77 2.01
C -0.39 -4.56 1.34
C 0.82 -3.98 0.96
C 1.80 -4.70 0.29
C 1.60 -6.04 -0.04
C 0.41 -6.64 0.36
C -0.57 -5.92 1.04
O -1.75 -6.57 1.41
C -3.79 1.82 -0.63
O -4.84 1.51 -1.13
H -2.50 9.27 4.07
H -4.26 9.02 4.05
H -3.59 10.59 3.69
H -4.41 9.02 1.69
H -2.97 9.98 1.53
H -1.51 8.16 2.06
H -2.51 7.78 0.70
H -4.00 6.87 2.87
H -1.47 7.12 4.04
H -2.88 6.32 4.65
H -1.74 5.37 3.78
H -5.12 5.17 2.30
H -0.73 6.60 0.62
H -0.23 5.18 -0.20
H -0.16 4.58 2.63
H 1.04 3.52 0.71
H 2.13 4.01 2.05
H 1.99 4.96 0.55
H 0.69 1.55 -0.63
H -0.08 -0.02 -0.38
H 0.20 1.49 -3.03
H -0.61 -0.07 -2.83
H 2.49 1.55 -3.53
H 4.65 0.42 -3.80
H 4.90 -1.97 -3.07
H 3.01 -3.08 -2.02
H 0.86 -1.95 -1.72
H -3.76 -0.77 -1.05
H -2.16 -0.82 -1.70
H -1.82 -0.48 1.12
H -1.31 -1.82 0.09
H -4.08 -2.24 0.54
H -3.35 -1.94 2.12
H -2.35 -3.86 0.18
H -1.80 -4.34 2.88
H -1.08 -2.80 2.33
H 1.00 -2.93 1.18
H 2.73 -4.22 0.01
H 2.35 -6.58 -0.58
H 0.21 -7.68 0.15
H -1.60 -6.94 2.29
O 4.65 -6.82 0.23
C 5.09 -7.93 0.09
O 4.88 -8.57 -1.07
C 5.48 -9.84 -1.39
C 4.64 -10.98 -0.84
C 5.79 -8.65 1.22
H 6.51 -9.87 -1.05
H 5.50 -9.88 -2.47
H 4.59 -10.95 0.24
H 5.06 -11.94 -1.14
H 3.63 -10.92 -1.23
H 5.03 -9.10 1.87
H 6.35 -7.91 1.80
H 6.49 -9.41 0.90
O 3.30 -4.06 -4.89
C 2.63 -5.05 -4.90
O 2.06 -5.44 -3.74
C 1.11 -6.51 -3.65
C 1.79 -7.85 -3.51
C 2.48 -5.91 -6.13
H 0.42 -6.47 -4.49
H 0.54 -6.29 -2.75
H 2.39 -8.09 -4.39
H 1.04 -8.64 -3.38
H 2.45 -7.85 -2.65
H 3.33 -6.58 -6.20
H 2.47 -5.26 -7.00
H 1.56 -6.50 -6.15
O 2.90 -13.39 -0.01
C 2.05 -13.03 0.75
O 1.11 -12.17 0.29
C -0.04 -11.78 1.05
C 0.26 -10.63 1.99
C 2.04 -13.43 2.20
H -0.46 -12.64 1.57
H -0.77 -11.48 0.31
H 1.01 -10.90 2.74
H -0.65 -10.32 2.51
H 0.66 -9.78 1.43
H 2.72 -12.77 2.75
H 2.42 -14.45 2.27
H 1.06 -13.41 2.67
O 5.35 6.06 -0.47
C 4.67 6.12 -1.45
O 3.42 5.63 -1.41
C 2.45 5.81 -2.45
C 2.60 4.77 -3.54
C 5.20 6.67 -2.76
H 2.49 6.83 -2.84
H 1.49 5.70 -1.97
H 3.56 4.84 -4.04
H 1.81 4.89 -4.29
H 2.52 3.77 -3.11
H 5.74 5.88 -3.28
H 5.89 7.48 -2.53
H 4.43 7.08 -3.42
O -4.09 12.53 4.55
C -5.10 12.89 4.00
O -5.34 12.46 2.74
C -6.57 12.67 2.06
C -6.61 14.03 1.37
C -6.06 13.86 4.64
H -7.42 12.53 2.73
H -6.62 11.88 1.31
H -6.55 14.84 2.09
H -7.54 14.14 0.81
H -5.77 14.13 0.69
H -5.70 14.88 4.48
H -6.07 13.66 5.71
H -7.08 13.79 4.28


[5]
52
Properties=species:S:1:pos:R:3 method="wB97M-V/def2-TZVPD" e_homo_ev=-14.796 orbital_gap_ev=5.33 total_charge=+2
W 0.02 0.13 0.13
P 2.59 -0.09 0.21
P -2.45 0.12 0.55
N -0.06 1.07 -1.36
H 1.01 -1.09 -0.52
C 3.34 -1.61 -0.50
H 4.43 -1.73 -0.36
H 3.12 -1.65 -1.57
H 2.85 -2.47 -0.03
C 3.25 -0.11 1.94
H 4.35 -0.03 2.01
H 2.97 -1.06 2.43
H 2.81 0.70 2.53
C 3.33 1.31 -0.70
H 4.43 1.39 -0.66
H 2.94 2.27 -0.33
H 3.06 1.26 -1.76
C -3.53 -1.16 -0.21
H -4.62 -0.94 -0.10
H -3.33 -2.13 0.29
H -3.29 -1.25 -1.28
C -3.02 0.12 2.28
H -4.09 0.38 2.36
H -2.42 0.82 2.87
H -2.87 -0.89 2.70
C -2.97 1.74 -0.20
H -4.06 1.90 -0.13
H -2.67 1.77 -1.26
H -2.45 2.57 0.31
C 0.02 1.86 -2.48
C 0.04 2.17 -4.87
C 0.05 1.31 -3.79
C 0.07 3.25 -2.27
C 0.04 4.11 -3.36
C 0.04 3.56 -4.66
H 0.03 1.77 -5.89
H 0.06 0.23 -3.90
H 0.09 3.63 -1.24
H 0.01 5.20 -3.20
H 0.03 4.24 -5.52
C -1.03 -3.92 2.74
O -2.15 -4.46 2.76
C 0.12 -4.29 1.81
H 1.09 -4.04 2.29
H 0.14 -3.65 0.88
H 0.12 -5.35 1.50
C -0.60 -2.71 3.57
H -1.37 -2.41 4.31
H -0.34 -1.88 2.87
H 0.37 -2.95 4.06
N 0.28 1.76 2.91
C 0.25 1.24 1.84


[6]
49
Properties=species:S:1:pos:R:3 method="wB97M-V/def2-TZVPD" relative_energy_kcal_mol=0.0 e_homo_ev=-6.234 orbital_gap_ev=6.21
Ca 0.37 -0.09 0.25
C 1.94 -0.87 3.71
C 2.41 -0.43 2.35
C 2.45 0.92 2.02
C 2.87 1.36 0.77
C 2.93 2.83 0.45
C 3.25 0.40 -0.18
C 3.23 -0.96 0.12
C 3.69 -1.99 -0.87
C 2.79 -1.36 1.38
H 2.67 -0.60 4.47
H 1.77 -1.94 3.74
H 1.00 -0.38 3.95
H 2.10 1.65 2.75
H 3.83 3.27 0.88
H 2.07 3.36 0.86
H 2.95 3.00 -0.63
H 3.59 0.73 -1.16
H 4.72 -2.29 -0.65
H 3.68 -1.61 -1.89
H 3.08 -2.90 -0.82
H 2.73 -2.42 1.62
C -2.12 -0.73 -2.08
C -1.03 -1.79 -2.24
N 0.34 -1.29 -2.01
C 0.97 -0.57 -3.12
C 0.41 0.82 -3.42
S 0.26 1.96 -2.00
C -1.53 2.29 -1.97
C -2.35 1.46 -0.98
N -1.90 0.08 -0.89
H -3.09 -1.24 -2.07
H -2.14 -0.08 -2.95
H -1.12 -2.26 -3.23
H -1.20 -2.56 -1.48
H 0.92 -2.09 -1.80
H 0.91 -1.15 -4.06
H 2.02 -0.47 -2.87
H -0.57 0.76 -3.89
H 1.08 1.29 -4.14
H -1.88 2.17 -3.00
H -1.64 3.35 -1.73
H -3.40 1.56 -1.27
H -2.25 1.88 0.02
H -2.30 -0.36 -0.06
S -2.00 -1.63 4.04
C -1.32 -1.09 2.63
S -1.14 0.64 2.34
S -0.74 -2.23 1.42


In the order shown, the computed max |F| values come out to 6.88, 2.36, 1.64, 0.99, 4.08, 0.10 eV/Å.